The following is a DFT calculation (ωB97M-V with the def2-TZVPD basis set) of a 2-piece molecular cluster, C3H11N5 overall at a distorted geometry.

```
19
Properties=species:S:1:pos:R:3:mulliken_charge:R:1
C 2.067 0.797 0.995 -0.862
N 1.371 -0.487 0.937 -0.573
C 0.270 -0.486 1.593 0.072
N -0.541 -1.569 1.683 -0.391
H 2.748 0.872 0.142 0.270
H 2.663 0.867 1.911 0.347
H 1.382 1.651 0.941 0.343
H -0.121 0.388 2.147 0.321
H -0.128 -2.429 1.343 0.244
H -1.115 -1.667 2.510 0.247
N 0.548 -0.384 -2.300 -0.505
C -0.443 0.368 -1.747 -0.019
N -1.668 -0.029 -1.641 -0.455
N -2.448 0.873 -1.001 -0.550
H 0.247 -1.346 -2.413 0.278
H 1.413 -0.340 -1.768 0.288
H -0.082 1.344 -1.375 0.489
H -3.001 0.372 -0.300 0.231
H -3.162 1.206 -1.655 0.225
```

LUMO = 1.04 eV
relative energy (zero: lowest compared OMol25 entry of this formula, charge and spin) = 1.531 eV
HOMO = -8.1978 eV
SMILES = C/N=C/N.N/C=N/N
Kohn-Sham gap = 9.241 eV
spin multiplicity = 1


The following is a DFT calculation (ωB97M-V with the def2-TZVPD basis set) of a 2-piece molecular cluster, C3H11NO overall at a distorted geometry.

```
16
Properties=species:S:1:pos:R:3:mulliken_charge:R:1
C -0.338 2.113 -0.573 -1.157
C 0.087 0.686 -0.884 -0.123
O -0.399 -0.215 0.060 -0.483
C -1.385 -1.192 -0.144 -0.741
H -0.208 2.773 -1.418 0.363
H 0.267 2.486 0.265 0.280
H -1.350 2.124 -0.199 0.296
H -0.320 0.546 -1.915 0.297
H 1.165 0.556 -1.037 0.294
H -1.926 -1.130 -1.098 0.314
H -0.979 -2.216 -0.120 0.282
H -2.142 -1.186 0.631 0.270
N 2.068 -1.129 1.557 -0.778
H 1.913 -1.342 2.537 0.217
H 1.220 -0.811 1.098 0.447
H 2.326 -2.063 1.242 0.221
```

LUMO = 1.02 eV
relative energy (zero: lowest compared OMol25 entry of this formula, charge and spin) = 1.223 eV
HOMO = -9.5772 eV
SMILES = CCOC.N
Kohn-Sham gap = 10.597 eV
spin multiplicity = 1


The following is a DFT calculation (ωB97M-V with the def2-TZVPD basis set) of a 2-piece molecular cluster, C3H11NO overall at a distorted geometry.

```
16
Properties=species:S:1:pos:R:3:mulliken_charge:R:1
C -1.342 -1.440 1.030 -1.183
C -1.361 -0.176 0.264 -0.094
O -0.284 -0.240 -0.677 -0.341
C 0.175 0.731 -1.629 -0.880
H -2.316 -1.661 1.523 0.320
H -0.519 -1.479 1.676 0.323
H -1.097 -2.097 0.250 0.318
H -2.330 0.088 -0.359 0.305
H -1.289 0.647 0.979 0.259
H -0.200 0.619 -2.623 0.318
H -0.105 1.807 -1.377 0.316
H 1.226 0.690 -1.763 0.344
N 2.406 0.877 1.011 -0.672
H 2.731 1.796 0.695 0.239
H 2.956 -0.095 0.795 0.259
H 1.542 0.771 0.552 0.169
```

LUMO = 0.99 eV
relative energy (zero: lowest compared OMol25 entry of this formula, charge and spin) = 2.116 eV
HOMO = -9.6706 eV
SMILES = CCOC.N
Kohn-Sham gap = 10.658 eV
spin multiplicity = 1


The following is a DFT calculation (ωB97M-V with the def2-TZVPD basis set) of a 2-piece molecular cluster, C3H11NO2 overall.

```
17
Properties=species:S:1:pos:R:3:mulliken_charge:R:1
C 1.138 -0.455 0.471 -1.166
C 0.501 -0.084 -0.870 0.233
C -0.107 -1.288 -1.590 -1.711
O -0.418 0.956 -0.737 -0.731
N 1.825 0.662 1.125 -0.706
H 1.880 -1.250 0.317 0.264
H 0.372 -0.834 1.155 0.758
H 1.324 0.275 -1.511 0.275
H 0.612 -2.105 -1.634 0.372
H -0.360 -0.972 -2.603 0.318
H -1.014 -1.633 -1.102 0.484
H -0.959 0.814 0.070 0.185
H 2.405 1.142 0.446 0.229
H 1.130 1.344 1.437 0.340
H -2.531 -0.615 0.846 0.328
H -3.013 0.616 1.638 0.215
O -2.210 0.236 1.218 -0.688
```

LUMO (spin up / spin down) = 3.91 / 3.79 eV
charge = -1
relative energy (zero: lowest compared OMol25 entry of this formula, charge and spin) = 0.000 eV
HOMO (spin up / spin down) = 0.7356 / -6.0244 eV
Kohn-Sham gap (spin up / spin down) = 3.173 / 9.812 eV
spin multiplicity = 2


The following is a DFT calculation (ωB97M-V with the def2-TZVPD basis set) of a 3-piece molecular cluster, C3H11NO2 overall at a distorted geometry.

```
17
Properties=species:S:1:pos:R:3:mulliken_charge:R:1
C -0.565 1.948 1.445 -0.266
N -1.279 0.948 1.162 -0.445
C -2.113 0.995 -0.045 -0.184
C -2.092 2.227 -0.909 -1.231
H -0.457 2.883 0.898 0.240
H -0.028 1.906 2.389 0.253
H -1.851 0.090 -0.600 0.303
H -3.091 0.784 0.332 0.294
H -2.655 2.057 -1.830 0.337
H -2.576 3.079 -0.428 0.334
H -1.097 2.506 -1.244 0.366
O 4.779 0.604 -2.093 -0.641
H 4.559 0.039 -2.832 0.319
H 4.612 0.082 -1.303 0.322
O 1.650 -6.711 1.740 -0.631
H 1.216 -7.260 1.134 0.310
H 0.988 -6.176 2.185 0.322
```

LUMO = 0.87 eV
relative energy (zero: lowest compared OMol25 entry of this formula, charge and spin) = 1.112 eV
HOMO = -9.6759 eV
SMILES = C=NCC.O.O
Kohn-Sham gap = 10.548 eV
spin multiplicity = 1


The following is a DFT calculation (ωB97M-V with the def2-TZVPD basis set) of a 2-piece molecular cluster, C3H11NO2 overall at a distorted geometry.

```
17
Properties=species:S:1:pos:R:3:mulliken_charge:R:1
N 2.825 -0.108 1.028 -0.638
C 1.418 0.241 1.217 -0.345
C 0.504 -0.857 0.617 -0.705
C 0.012 -0.593 -0.795 -0.333
O -1.182 -1.364 -0.979 -0.536
H 2.984 -0.236 0.035 0.210
H 3.432 0.664 1.279 0.225
H 1.169 1.174 0.692 0.268
H 1.217 0.339 2.274 0.347
H 1.008 -1.825 0.662 0.315
H -0.370 -0.917 1.256 0.299
H -0.183 0.472 -0.953 0.312
H 0.744 -0.971 -1.507 0.276
H -1.351 -1.396 -1.929 0.305
O -3.880 2.106 -0.812 -0.642
H -4.646 2.109 -1.401 0.318
H -3.701 1.161 -0.683 0.324
```

LUMO = 0.70 eV
relative energy (zero: lowest compared OMol25 entry of this formula, charge and spin) = 0.554 eV
HOMO = -9.3969 eV
SMILES = NCCCO.O
Kohn-Sham gap = 10.097 eV
spin multiplicity = 1


The following is a DFT calculation (ωB97M-V with the def2-TZVPD basis set) of C3H11NO2 as an isolated structure at a distorted geometry.

```
17
Properties=species:S:1:pos:R:3:mulliken_charge:R:1
C -0.826 0.453 -0.262 -0.626
O -1.651 0.184 0.839 -0.561
C 0.519 1.012 0.157 0.511
C 1.039 0.506 1.482 -1.061
N 1.994 -0.407 -1.321 -0.626
H -0.638 -0.452 -0.826 0.420
H -1.440 1.137 -0.869 0.291
H -2.207 -0.655 0.509 0.436
H 0.662 2.087 -0.060 0.430
H 1.885 -0.197 1.367 0.376
H 0.227 -0.036 2.009 0.342
H 1.365 1.348 2.091 0.296
H 1.685 -1.376 -1.275 0.267
H 1.226 0.343 -0.693 -0.042
H 2.400 -0.331 -2.249 0.206
H -3.495 -1.855 -0.746 0.210
O -2.747 -1.761 -0.153 -0.868
```

LUMO = -3.92 eV
relative energy (zero: lowest compared OMol25 entry of this formula, charge and spin) = 7.364 eV
HOMO = -8.0790 eV
Kohn-Sham gap = 4.160 eV
spin multiplicity = 1


The following is a DFT calculation (ωB97M-V with the def2-TZVPD basis set) of a 3-piece molecular cluster, C3H11NO2 overall at a distorted geometry.

```
17
Properties=species:S:1:pos:R:3:mulliken_charge:R:1
C 0.328 -1.229 1.269 -0.992
C 0.633 -0.805 -0.196 0.769
C 1.867 -1.000 -0.745 -0.772
N -0.508 -0.447 -1.057 -0.256
H 1.239 -1.664 1.793 0.425
H -0.365 -2.155 1.231 0.325
H -0.022 -0.331 1.809 0.288
H 2.090 -0.898 -1.814 0.330
H 2.606 -1.499 -0.045 0.284
H -1.423 -0.578 -0.614 0.322
H -0.481 -0.710 -2.039 0.289
H -2.355 1.513 1.472 0.324
H -1.320 1.362 0.510 0.258
O -2.224 0.857 0.775 -0.616
H -0.187 2.701 -1.539 0.345
H 0.337 2.067 -0.231 0.320
O -0.217 2.817 -0.577 -0.645
```

LUMO (spin up / spin down) = -4.27 / -8.13 eV
charge = +1
relative energy (zero: lowest compared OMol25 entry of this formula, charge and spin) = 1.142 eV
HOMO (spin up / spin down) = -15.2004 / -15.2037 eV
Kohn-Sham gap (spin up / spin down) = 10.928 / 7.071 eV
spin multiplicity = 2


The following is a DFT calculation (ωB97M-V with the def2-TZVPD basis set) of a 3-piece molecular cluster, C3H11NO2 overall at a distorted geometry.

```
17
Properties=species:S:1:pos:R:3:mulliken_charge:R:1
N -1.531 3.336 3.020 -0.299
C -0.328 2.994 2.376 -0.595
C -0.248 0.688 3.426 -0.324
C -0.097 1.531 2.287 -0.017
H -1.374 3.046 3.913 0.256
H -2.148 2.682 2.501 0.309
H 0.333 3.514 3.112 0.385
H -0.080 3.578 1.425 0.349
H -0.108 -0.394 3.088 0.281
H -0.741 0.856 4.486 0.280
H -0.337 1.067 1.354 0.375
H -2.603 -5.053 -5.016 0.335
H -1.031 -4.936 -5.441 0.338
O -1.680 -4.827 -4.658 -0.673
H 3.644 -3.236 -4.780 0.323
H 4.599 -2.162 -5.509 0.333
O 3.729 -2.684 -5.584 -0.656
```

LUMO (spin up / spin down) = -5.64 / -9.04 eV
charge = +1
relative energy (zero: lowest compared OMol25 entry of this formula, charge and spin) = 3.761 eV
HOMO (spin up / spin down) = -12.8448 / -12.8448 eV
Kohn-Sham gap (spin up / spin down) = 7.205 / 3.805 eV
spin multiplicity = 2


The following is a DFT calculation (ωB97M-V with the def2-TZVPD basis set) of a 2-piece molecular cluster, C3H11NO2Si overall at a distorted geometry.

```
18
Properties=species:S:1:pos:R:3:mulliken_charge:R:1
C 2.282 0.325 0.048 -0.472
C -0.812 0.600 -1.461 -0.768
C -0.766 0.611 1.453 -1.134
N 2.490 -0.880 -0.195 -0.367
O -2.649 -0.965 -0.162 -0.627
O -0.151 -1.768 0.037 -0.468
Si -1.109 -0.500 -0.072 0.402
H 0.774 -1.898 -0.034 0.374
H 2.749 1.291 -0.223 0.389
H 1.271 0.524 0.547 0.147
H -0.941 0.060 -2.384 0.333
H -1.210 1.668 -1.315 0.292
H 0.295 0.871 -1.547 0.256
H -1.768 0.723 2.011 0.289
H -0.257 -0.059 2.209 0.348
H -0.163 1.440 1.358 0.451
H 3.306 -0.971 -0.784 0.230
H -3.340 -1.074 0.512 0.325
```

LUMO (spin up / spin down) = 0.77 / -3.41 eV
relative energy (zero: lowest compared OMol25 entry of this formula, charge and spin) = 0.833 eV
HOMO (spin up / spin down) = -5.9384 / -9.9089 eV
Kohn-Sham gap (spin up / spin down) = 6.710 / 6.495 eV
spin multiplicity = 3


The following is a DFT calculation (ωB97M-V with the def2-TZVPD basis set) of a 3-piece molecular cluster, C3H11NO3 overall at a distorted geometry.

```
18
Properties=species:S:1:pos:R:3:mulliken_charge:R:1
C 2.328 -0.493 1.350 -1.072
N 1.017 -0.643 0.779 -0.102
C 0.536 0.081 -0.261 0.745
C 1.010 1.508 -0.404 -1.093
O -0.286 -0.406 -1.008 -0.694
H 2.627 -1.375 1.835 0.394
H 2.404 0.341 2.040 0.279
H 3.080 -0.409 0.564 0.347
H 0.476 -1.482 0.931 0.288
H 2.082 1.578 -0.571 0.335
H 0.407 1.921 -1.198 0.282
H 0.795 2.005 0.542 0.295
O -2.108 1.646 -1.983 -0.660
H -1.403 0.981 -1.964 0.379
H -2.926 1.155 -1.884 0.284
O -1.795 -1.746 1.386 -0.632
H -2.459 -1.674 0.693 0.308
H -1.935 -1.022 1.999 0.316
```

LUMO = 0.66 eV
relative energy (zero: lowest compared OMol25 entry of this formula, charge and spin) = 0.642 eV
HOMO = -9.5846 eV
SMILES = CNC(C)=O.O.O
Kohn-Sham gap = 10.248 eV
spin multiplicity = 1


The following is a DFT calculation (ωB97M-V with the def2-TZVPD basis set) of a 2-piece molecular cluster, C3H11NO3 overall at a distorted geometry.

```
18
Properties=species:S:1:pos:R:3:mulliken_charge:R:1
O 1.113 -1.427 0.059 -0.476
C 0.261 -1.759 1.157 -0.463
C -0.841 -0.737 1.358 -0.596
N -1.438 -0.305 0.107 -0.164
C -2.132 0.922 0.091 -0.458
O -1.274 2.002 -0.319 -0.517
H 1.018 -0.478 -0.079 0.273
H 0.892 -1.777 2.044 0.268
H -0.115 -2.758 0.951 0.312
H -0.391 0.155 1.792 0.368
H -1.595 -1.088 2.074 0.364
H -1.796 -1.013 -0.515 0.179
H -2.479 1.213 1.087 0.300
H -2.988 0.923 -0.604 0.311
H -0.672 1.567 -0.945 0.300
O 3.564 1.023 -2.106 -0.626
H 2.805 1.184 -1.538 0.303
H 4.330 1.095 -1.528 0.322
```

LUMO = 0.58 eV
relative energy (zero: lowest compared OMol25 entry of this formula, charge and spin) = 1.921 eV
HOMO = -9.5129 eV
SMILES = OCCNCO.O
Kohn-Sham gap = 10.091 eV
spin multiplicity = 1


The following is a DFT calculation (ωB97M-V with the def2-TZVPD basis set) of a 3-piece molecular cluster, C3H11NO3 overall at a distorted geometry.

```
18
Properties=species:S:1:pos:R:3:mulliken_charge:R:1
C -1.209 1.360 0.020 -1.332
C -0.626 0.508 1.192 0.513
N -1.012 -0.876 1.071 -0.700
C 0.878 0.638 1.094 -0.235
O 1.526 -0.219 1.684 -0.542
H -2.047 0.851 -0.452 0.353
H -0.397 1.482 -0.744 0.290
H -1.477 2.373 0.324 0.333
H -1.026 0.823 2.159 0.419
H -0.644 -1.511 1.768 0.267
H -0.748 -1.272 0.177 0.254
H 1.492 1.494 0.758 0.431
O -0.785 -0.228 -2.920 -0.649
H -0.286 -0.381 -2.115 0.342
H -1.269 -0.965 -3.314 0.304
O 1.295 -0.792 -1.070 -0.596
H 2.015 -0.889 -1.710 0.254
H 1.747 -0.992 -0.236 0.295
```

LUMO = 0.58 eV
relative energy (zero: lowest compared OMol25 entry of this formula, charge and spin) = 1.872 eV
HOMO = -9.3451 eV
SMILES = C[C@@H](N)C=O.O.O
Kohn-Sham gap = 9.920 eV
spin multiplicity = 1


The following is a DFT calculation (ωB97M-V with the def2-TZVPD basis set) of a 2-piece molecular cluster, C3H11NO3 overall at a distorted geometry.

```
18
Properties=species:S:1:pos:R:3:mulliken_charge:R:1
O -1.461 -0.221 -0.407 -0.444
C -0.457 -1.204 -0.542 -0.407
C 0.847 -0.510 -0.866 -0.635
N 1.374 0.124 0.366 -0.277
C 2.498 0.992 0.174 -0.411
O 2.394 2.159 1.008 -0.530
H -2.101 -0.631 0.180 0.205
H -0.698 -1.903 -1.367 0.334
H -0.298 -1.845 0.331 0.322
H 0.537 0.308 -1.531 0.339
H 1.640 -1.039 -1.408 0.400
H 1.561 -0.597 1.048 0.199
H 2.577 1.353 -0.848 0.317
H 3.442 0.505 0.424 0.298
H 1.489 2.419 0.883 0.306
O -4.247 -1.007 0.159 -0.607
H -3.672 -1.586 0.624 0.290
H -5.177 -1.160 0.265 0.302
```

LUMO = 0.48 eV
relative energy (zero: lowest compared OMol25 entry of this formula, charge and spin) = 2.241 eV
HOMO = -9.1696 eV
SMILES = OCCNCO.O
Kohn-Sham gap = 9.647 eV
spin multiplicity = 1